{"formula": "C5H13NOS", "method": "wB97M-V/def2-TZVPD", "symbols": ["S", "O", "N", "C", "C", "C", "C", "C", "H", "H", "H", "H", "H", "H", "H", "H", "H", "H", "H", "H", "H"], "positions_angstrom": [[4.04067, 0.17988, 0.24660], [-3.41628, 1.11406, -0.13338], [0.27665, -0.69023, -0.87748], [1.41196, -0.56888, 0.04425], [-0.99121, -0.95953, -0.19375], [2.62945, -0.26408, -0.78327], [-2.10252, 1.31693, 0.42502], [-1.46009, 0.02140, 0.83872], [-0.65300, 0.37595, 1.48932], [3.79697, -1.65076, 0.77233], [-2.25484, -0.40184, 1.49066], [1.65186, -1.48322, 0.56029], [-0.87806, -1.94359, 0.29007], [-3.70804, 1.89062, -0.59733], [0.34315, 0.21815, -1.35574], [2.50298, 0.58926, -1.52135], [2.81597, -1.07408, -1.50182], [-1.45445, 1.94631, -0.20762], [-2.13385, 2.15488, 1.21651], [1.34115, 0.32708, 0.76356], [-1.75847, -1.09832, -0.96558]], "e_above_lowest_ev": 3.7291, "e_homo_ev": -9.089, "lumo_ev": -0.695, "mol_weight_g_mol": 135.2, "total_energy_ha": -726.3641}

---

{"formula": "C4H8O2", "method": "wB97M-V/def2-TZVPD", "symbols": ["O", "O", "C", "C", "C", "C", "H", "H", "H", "H", "H", "H", "H", "H"], "positions_angstrom": [[0.51892, -2.95837, 0.32117], [0.97704, 3.20358, 0.14103], [-0.35619, -0.03889, -0.29403], [-0.29654, 1.32138, -0.29321], [0.91578, 2.12505, -0.58453], [-1.06618, -0.96108, 0.53885], [0.68331, -3.70309, 0.90344], [-0.22367, -1.91913, 0.68816], [1.82849, 1.47620, -0.65360], [-1.74930, -1.63326, 0.01689], [-1.08169, 2.04196, -0.07974], [-1.39760, -0.68182, 1.53592], [0.51739, -0.65856, -0.56318], [0.73024, 2.38602, -1.67716]], "e_above_lowest_ev": 9.2200, "e_homo_ev": -8.449, "lumo_ev": -3.961, "mol_weight_g_mol": 88.1, "total_energy_ha": -307.3736}

---

{"formula": "C5H10N3", "method": "wB97M-V/def2-TZVPD", "symbols": ["N", "N", "N", "C", "C", "C", "C", "C", "H", "H", "H", "H", "H", "H", "H", "H", "H", "H"], "positions_angstrom": [[-1.86266, 0.09059, -3.04049], [0.51778, -0.47411, 0.04997], [-1.87725, 0.16284, -1.91099], [-1.92942, 0.24511, -0.61842], [-0.20869, 1.64991, 1.07109], [0.23758, -1.65261, -0.73106], [1.74080, -0.44732, 0.76148], [-0.29272, 0.49172, 0.16694], [1.64237, -0.73359, 1.79928], [2.42273, -1.07709, 0.19968], [-1.13370, 2.32470, 1.06052], [-2.64619, 0.83983, -0.21229], [0.85941, -2.42719, -0.19731], [0.64792, -1.29794, -1.64099], [-0.83608, -1.80434, -0.57036], [0.02981, 1.27891, 2.07331], [2.10648, 0.60269, 1.04354], [0.58184, 2.22789, 0.69610]], "e_above_lowest_ev": 5.0117, "e_homo_ev": -13.287, "lumo_ev": -4.132, "charge": 1, "mol_weight_g_mol": 112.2, "total_energy_ha": -360.3909}

---

{"formula": "C23H41Br2FNSi", "method": "wB97M-V/def2-TZVPD", "symbols": ["Br", "Br", "Si", "F", "N", "C", "C", "C", "C", "C", "C", "C", "C", "C", "C", "C", "C", "C", "C", "C", "C", "C", "C", "C", "C", "C", "C", "C", "H", "H", "H", "H", "H", "H", "H", "H", "H", "H", "H", "H", "H", "H", "H", "H", "H", "H", "H", "H", "H", "H", "H", "H", "H", "H", "H", "H", "H", "H", "H", "H", "H", "H", "H", "H", "H", "H", "H", "H", "H"], "positions_angstrom": [[0.79538, -4.36078, -2.01400], [-2.51518, -5.68525, -1.07299], [2.29753, -1.65438, 0.55504], [-2.93628, 1.76830, -2.46377], [-4.82331, 1.90672, -0.97094], [-1.15106, 3.03739, 0.92254], [0.19594, -6.20516, -1.83563], [2.37310, 0.14090, -1.78464], [-0.68784, 2.86860, -0.59434], [2.09740, 0.83360, 2.13581], [3.99315, -2.29812, -0.09700], [-3.89309, 1.02961, -1.74474], [1.40869, -0.62437, -0.79205], [3.42574, 1.46532, 4.15616], [3.74740, -0.82151, 3.01086], [-2.65434, 0.36717, 0.52469], [2.59618, 1.66247, -1.44217], [-3.19517, -0.09204, -0.91072], [2.38981, 1.81214, 3.17020], [-3.39692, 1.60755, 1.16131], [0.75369, 3.46006, -0.88013], [4.05441, 0.15812, 4.05888], [1.44801, 2.60782, -2.03490], [-1.21093, -6.37459, -2.34668], [2.73487, -0.47407, 1.99568], [1.31166, -3.19828, 1.08315], [-2.72828, 3.01765, 0.94280], [-4.84319, 1.65967, 0.50409], [0.89421, -6.79020, -2.43343], [0.84337, -3.13982, 2.09729], [1.32146, 1.10401, 1.37608], [1.86476, 2.79944, 3.17595], [1.92180, 3.33203, -2.74143], [-5.42422, 2.48649, 0.99018], [-0.70938, 1.79762, -0.91786], [-5.77451, 1.70025, -1.31609], [-5.42149, 0.70860, 0.66009], [0.84818, -1.38330, -1.42090], [3.67983, 2.22095, 4.93517], [1.99437, -4.09231, 1.02732], [-3.58984, 1.37608, 2.24451], [-3.09293, 3.58010, 0.03598], [3.57597, 1.95396, -1.92060], [4.45120, -2.94554, 0.69099], [3.88721, -2.78623, -1.09565], [1.36737, 3.52241, 0.05192], [-2.38351, -0.62608, -1.46568], [4.64326, -1.37590, -0.15649], [0.59822, 4.49357, -1.29746], [4.28278, -1.80200, 3.00597], [-4.49786, 0.50807, -2.53930], [3.37874, -0.32581, -1.92293], [0.46862, -3.33744, 0.31642], [0.72277, 1.92319, -2.55009], [-1.39890, 3.42298, -1.27147], [-1.54541, 0.44539, 0.45631], [-2.85761, -0.50719, 1.20813], [0.61875, 0.05511, -0.36927], [-3.04402, 3.65990, 1.81890], [-0.74043, 4.00179, 1.33136], [2.69237, 1.89165, -0.35273], [-4.64722, 2.88670, -1.24319], [0.30874, -6.47500, -0.78762], [1.87335, 0.11506, -2.79814], [-0.71219, 2.22881, 1.57480], [-1.45358, -7.43081, -2.45880], [-3.98461, -0.87297, -0.70321], [4.84162, -0.07431, 4.81866], [-1.38862, -5.86382, -3.29021]], "e_above_lowest_ev": 2.7870, "e_homo_ev": -10.668, "lumo_ev": -3.260, "charge": 1, "mol_weight_g_mol": 538.5, "total_energy_ha": -6492.8202}